Here is a cluster of 9 separate species, C38H99N5O14 in total at a distorted geometry from the Open Molecules 2025 dataset. Energies are from ωB97M-V/def2-TZVPD.

SMILES: COCCNCCOC.COCCNCCOC.COCCNCCOC.COCCNCCOC.COCCNCCOC.CCO.CCO.CCO.CCO
Electronic energy in eV: -77117.95896
LUMO in eV: 0.6
HOMO-LUMO gap in eV: 8.672
E_HOMO in eV: -8.083

Bonds (Å) are listed after each position.
Geometry (Å):
1 C 4.08 0.66 5.82  C2 1.546, H4 1.105, H5 1.143, H6 1.086
2 C 2.80 -0.16 6.09  C1 1.546, O3 1.393, H7 1.088, H8 1.059
3 O 1.65 0.63 6.15  C2 1.393, H9 0.990
4 H 4.27 1.49 6.53  C1 1.105
5 H 4.08 1.18 4.81  C1 1.143
6 H 4.94 -0.01 5.83  C1 1.086
7 H 2.92 -0.68 7.04  C2 1.088
8 H 2.68 -0.93 5.38  C2 1.059
9 H 1.35 0.87 5.23  O3 0.990
10 C 3.29 1.33 1.07  C11 1.529, H13 1.060, H14 1.044, H15 1.103
11 C 4.04 0.53 2.13  C10 1.529, O12 1.429, H16 1.106, H17 1.118
12 O 3.18 -0.39 2.80  C11 1.429, H18 0.970
13 H 2.42 1.77 1.47  C10 1.060
14 H 3.00 0.86 0.18  C10 1.044
15 H 3.98 2.15 0.79  C10 1.103
16 H 4.45 1.20 2.90  C11 1.106
17 H 4.87 -0.02 1.61  C11 1.118
18 H 3.51 -0.55 3.70  O12 0.970
19 C -0.92 0.86 1.31  C20 1.531, H22 1.104, H23 1.071, H24 1.100
20 C -0.73 0.38 2.76  C19 1.531, O21 1.403, H25 1.120, H26 1.110
21 O 0.52 0.75 3.30  C20 1.403, H27 0.959
22 H -0.83 1.96 1.25  C19 1.104
23 H -1.90 0.60 0.97  C19 1.071
24 H -0.19 0.45 0.61  C19 1.100
25 H -0.81 -0.72 2.93  C20 1.120
26 H -1.46 0.83 3.46  C20 1.110
27 H 1.20 0.13 3.03  O21 0.959
28 C 1.05 5.13 4.27  C29 1.544, H31 1.104, H32 1.102, H33 1.105
29 C 1.72 4.37 3.11  C28 1.544, O30 1.387, H34 1.089, H35 1.078
30 O 0.85 3.48 2.50  C29 1.387, H36 1.019
31 H 1.82 5.82 4.68  C28 1.104
32 H 0.72 4.42 5.05  C28 1.102
33 H 0.16 5.71 3.98  C28 1.105
34 H 2.64 3.91 3.48  C29 1.089
35 H 1.98 5.03 2.29  C29 1.078
36 H 0.73 2.58 2.97  O30 1.019
37 C 0.73 -2.52 0.30  O38 1.437, H46 1.074, H47 1.106, H48 1.078
38 O 0.21 -2.42 -1.04  C37 1.437, C39 1.461
39 C -0.77 -3.47 -1.32  O38 1.461, C40 1.510, H49 1.099, H50 1.078
40 C -1.12 -3.42 -2.79  C39 1.510, N41 1.432, H51 1.087, H52 1.101
41 N 0.09 -3.72 -3.50  C40 1.432, C42 1.478, H53 1.019
42 C 0.05 -3.49 -4.96  N41 1.478, C43 1.569, H54 1.095, H55 1.105
43 C 1.40 -3.84 -5.68  C42 1.569, O44 1.370, H56 1.087, H57 1.064
44 O 2.20 -2.72 -5.67  C43 1.370, C45 1.408
45 C 3.48 -3.05 -6.15  O44 1.408, H58 1.118, H59 1.080, H60 1.073
46 H 1.60 -1.89 0.26  C37 1.074
47 H 1.05 -3.54 0.57  C37 1.106
48 H 0.00 -2.18 1.01  C37 1.078
49 H -1.67 -3.33 -0.70  C39 1.099
50 H -0.39 -4.43 -1.03  C39 1.078
51 H -1.45 -2.40 -3.00  C40 1.087
52 H -1.94 -4.08 -3.10  C40 1.101
53 H 0.78 -3.08 -3.11  N41 1.019
54 H -0.16 -2.47 -5.30  C42 1.095
55 H -0.76 -4.14 -5.35  C42 1.105
56 H 1.13 -4.26 -6.64  C43 1.087
57 H 1.86 -4.65 -5.16  C43 1.064
58 H 3.39 -3.52 -7.15  C45 1.118
59 H 4.03 -3.76 -5.55  C45 1.080
60 H 4.09 -2.17 -6.25  C45 1.073
61 C 3.70 -4.15 7.77  O62 1.400, H70 1.096, H71 1.137, H72 1.103
62 O 2.48 -3.46 7.70  C61 1.400, C63 1.419
63 C 1.52 -4.07 6.86  O62 1.419, C64 1.493, H73 1.089, H74 1.139
64 C 0.13 -3.68 7.26  C63 1.493, N65 1.452, H75 1.105, H76 1.113
65 N -0.07 -2.24 7.20  C64 1.452, C66 1.432, H77 1.004
66 C -1.29 -1.83 7.82  N65 1.432, C67 1.501, H78 1.062, H79 1.100
67 C -1.66 -0.38 7.83  C66 1.501, O68 1.404, H80 1.078, H81 1.090
68 O -1.57 0.18 6.55  C67 1.404, C69 1.385
69 C -1.64 1.56 6.66  O68 1.385, H82 1.138, H83 1.075, H84 1.094
70 H 3.59 -5.23 7.94  C61 1.096
71 H 4.31 -3.72 8.63  C61 1.137
72 H 4.26 -4.00 6.83  C61 1.103
73 H 1.63 -5.15 6.98  C63 1.089
74 H 1.62 -3.82 5.76  C63 1.139
75 H -0.15 -4.00 8.28  C64 1.105
76 H -0.50 -4.24 6.54  C64 1.113
77 H 0.73 -1.75 7.55  N65 1.004
78 H -1.32 -2.20 8.82  C66 1.062
79 H -2.06 -2.41 7.29  C66 1.100
80 H -0.95 0.13 8.47  C67 1.078
81 H -2.68 -0.27 8.18  C67 1.090
82 H -1.70 2.03 5.62  C69 1.138
83 H -0.75 1.94 7.11  C69 1.075
84 H -2.55 1.89 7.16  C69 1.094
85 C 5.69 0.42 -7.13  O86 1.399, H94 1.086, H95 1.075, H96 1.117
86 O 4.87 0.02 -6.07  C85 1.399, C87 1.418
87 C 4.76 1.02 -5.08  O86 1.418, C88 1.510, H97 1.077, H98 1.118
88 C 4.08 0.51 -3.83  C87 1.510, N89 1.476, H99 1.136, H100 1.090
89 N 2.67 0.16 -4.13  C88 1.476, C90 1.454, H101 1.002
90 C 1.88 -0.33 -3.02  N89 1.454, C91 1.524, H102 1.114, H103 1.121
91 C 1.11 0.84 -2.41  C90 1.524, O92 1.424, H104 1.096, H105 1.094
92 O 2.02 1.91 -2.16  C91 1.424, C93 1.414
93 C 1.40 3.02 -1.54  O92 1.414, H106 1.079, H107 1.092, H108 1.116
94 H 5.94 -0.43 -7.76  C85 1.086
95 H 6.55 0.99 -6.81  C85 1.075
96 H 5.13 1.08 -7.83  C85 1.117
97 H 4.25 1.92 -5.40  C87 1.077
98 H 5.80 1.26 -4.76  C87 1.118
99 H 4.10 1.25 -2.97  C88 1.136
100 H 4.56 -0.37 -3.39  C88 1.090
101 H 2.65 -0.58 -4.81  N89 1.002
102 H 2.55 -0.89 -2.32  C90 1.114
103 H 1.10 -1.05 -3.37  C90 1.121
104 H 0.55 0.65 -1.50  C91 1.096
105 H 0.41 1.21 -3.16  C91 1.094
106 H 1.15 2.90 -0.49  C93 1.079
107 H 0.56 3.33 -2.15  C93 1.092
108 H 2.18 3.81 -1.53  C93 1.116
109 C -1.71 4.67 -0.01  O110 1.391, H118 1.110, H119 1.111, H120 1.137
110 O -1.47 5.19 -1.28  C109 1.391, C111 1.401
111 C -0.76 6.39 -1.21  O110 1.401, C112 1.515, H121 1.093, H122 1.093
112 C -0.60 6.93 -2.62  C111 1.515, N113 1.412, H123 1.052, H124 1.107
113 N -0.03 5.92 -3.42  C112 1.412, C114 1.428, H125 1.011
114 C 0.31 6.23 -4.78  N113 1.428, C115 1.481, H126 1.096, H127 1.155
115 C 1.27 5.23 -5.30  C114 1.481, O116 1.441, H128 1.077, H129 1.093
116 O 0.51 4.00 -5.34  C115 1.441, C117 1.436
117 C 1.42 2.91 -5.51  O116 1.436, H130 1.050, H131 1.094, H132 1.103
118 H -2.39 3.80 -0.12  C109 1.110
119 H -2.14 5.43 0.67  C109 1.111
120 H -0.78 4.22 0.48  C109 1.137
121 H 0.23 6.15 -0.82  C111 1.093
122 H -1.28 7.12 -0.58  C111 1.093
123 H 0.08 7.71 -2.49  C112 1.052
124 H -1.61 7.26 -2.93  C112 1.107
125 H -0.51 5.04 -3.29  N113 1.011
126 H 0.78 7.22 -4.78  C114 1.096
127 H -0.68 6.21 -5.36  C114 1.155
128 H 2.10 5.14 -4.62  C115 1.077
129 H 1.61 5.57 -6.28  C115 1.093
130 H 1.98 3.00 -6.39  C117 1.050
131 H 0.75 2.04 -5.59  C117 1.094
132 H 2.12 2.91 -4.66  C117 1.103
133 C -9.61 -4.51 0.14  O134 1.439, H142 1.071, H143 1.087, H144 1.079
134 O -8.58 -4.80 -0.82  C133 1.439, C135 1.422
135 C -9.11 -4.49 -2.11  O134 1.422, C136 1.506, H145 1.123, H146 1.056
136 C -7.92 -4.43 -3.03  C135 1.506, N137 1.463, H147 1.098, H148 1.131
137 N -7.15 -3.22 -2.75  C136 1.463, C138 1.514, H149 0.987
138 C -5.75 -3.29 -3.32  N137 1.514, C139 1.515, H150 1.122, H151 1.099
139 C -4.90 -2.10 -2.93  C138 1.515, O140 1.391, H152 1.135, H153 1.143
140 O -4.74 -2.10 -1.55  C139 1.391, C141 1.457
141 C -4.11 -0.83 -1.21  O140 1.457, H154 1.084, H155 1.111, H156 1.090
142 H -9.78 -3.46 0.24  C133 1.071
143 H -9.28 -4.93 1.08  C133 1.087
144 H -10.54 -4.96 -0.17  C133 1.079
145 H -9.64 -3.51 -2.15  C135 1.123
146 H -9.75 -5.30 -2.33  C135 1.056
147 H -8.34 -4.46 -4.04  C136 1.098
148 H -7.30 -5.38 -3.05  C136 1.131
149 H -7.21 -3.09 -1.77  N137 0.987
150 H -5.92 -3.30 -4.42  C138 1.122
151 H -5.19 -4.19 -2.99  C138 1.099
152 H -5.56 -1.19 -3.12  C139 1.135
153 H -3.91 -2.04 -3.50  C139 1.143
154 H -3.27 -0.64 -1.88  C141 1.084
155 H -3.73 -0.93 -0.17  C141 1.111
156 H -4.78 0.02 -1.32  C141 1.090

Löwdin population analysis, charges in e, atoms 1 to 2:
1. C -0.07
2. C -0.33